# 1
Entry from the Open Molecules 2025 dataset: a molecular structure, C35H51BBeBrCl3F3LiN2O9SSi (the ωB97M-V functional and the def2-TZVPD basis).

The HOMO-LUMO gap comes out at 0.0388 hartree. The calculation puts the LUMO energy at -5.9 eV.

ORCA input file:
```
! wB97M-V def2-TZVPD RIJCOSX def2/J DEFGRID3
* xyz 0 1
C 3.421 4.811 -0.541
B 2.431 4.517 -1.813
O 1.901 5.633 -2.548
C 2.080 2.956 -2.129
C 3.056 1.767 -1.949
C 2.675 0.248 -2.227
C 3.705 -0.934 -1.987
C 4.179 -1.697 -3.310
C 5.679 -1.395 -3.757
Br 4.127 -3.659 -2.848
C 1.202 -0.026 -2.725
C 0.209 1.207 -2.911
C 0.593 2.675 -2.634
C -1.316 0.881 -3.377
O -1.983 1.624 -4.107
C -1.880 -0.515 -2.819
Si -3.708 -0.785 -2.301
C -4.995 -0.225 -3.584
C -4.035 -2.619 -1.807
C -3.941 0.233 -0.664
C -0.975 -1.615 -2.670
C 0.584 -1.448 -3.037
O 1.180 -2.401 -3.558
H 4.436 4.305 -0.654
H 2.896 4.337 0.365
H 3.501 5.936 -0.417
H 1.046 5.850 -2.103
H 4.117 1.937 -1.575
H 4.625 -0.464 -1.479
H 3.258 -1.629 -1.189
H 3.490 -1.445 -4.176
H 5.996 -2.274 -4.426
H 5.764 -0.471 -4.427
H 6.431 -1.387 -2.896
H -0.189 3.480 -2.774
H -4.940 -0.762 -4.586
H -6.029 -0.472 -3.141
H -5.007 0.889 -3.803
H -3.935 -3.333 -2.693
H -5.051 -2.698 -1.300
H -3.247 -2.881 -1.013
H -4.427 1.244 -0.897
H -4.658 -0.373 -0.025
H -2.942 0.416 -0.126
H -1.332 -2.621 -2.294
Li 1.034 1.050 -0.448
C 2.717 -6.250 -1.342
C 2.790 -7.693 -0.776
O 3.123 -7.593 0.498
H 3.680 -5.735 -1.269
H 2.442 -6.284 -2.402
H 1.964 -5.648 -0.828
H 3.472 -8.237 -1.453
H 1.815 -8.151 -1.027
Be 3.122 0.475 0.929
C -7.538 3.878 -1.252
C -7.458 2.329 -1.204
O -6.197 2.013 -0.960
H -6.910 4.293 -2.045
H -8.569 4.185 -1.453
H -7.239 4.329 -0.302
H -7.906 1.988 -2.155
H -8.224 2.021 -0.472
N -2.423 1.859 3.646
C -3.368 1.203 2.902
C -3.493 -0.069 3.403
C -2.594 -0.183 4.494
C -1.949 1.023 4.622
H -2.124 2.808 3.500
H -3.867 1.697 2.082
H -4.158 -0.832 3.027
H -2.437 -1.052 5.116
H -1.196 1.357 5.321
C 2.833 0.950 7.626
C 2.467 2.386 7.935
C 1.437 2.685 6.863
O 0.772 1.449 6.570
C 1.504 0.375 7.179
H 3.265 0.416 8.473
H 3.551 0.920 6.800
H 2.005 2.446 8.925
H 3.316 3.071 7.912
H 1.912 3.037 5.941
H 0.703 3.429 7.183
H 0.920 0.014 8.033
H 1.619 -0.443 6.465
C -6.020 -2.099 -8.275
F -5.040 -1.186 -8.071
F -6.608 -1.761 -9.445
F -5.393 -3.276 -8.499
S -7.227 -2.184 -6.863
O -7.801 -0.847 -6.765
O -6.430 -2.556 -5.696
O -8.198 -3.200 -7.247
N 6.302 -1.178 9.283
C 6.148 0.169 9.090
C 6.957 0.543 8.046
C 7.620 -0.623 7.587
C 7.194 -1.670 8.367
H 5.832 -1.722 9.987
H 5.479 0.743 9.713
H 7.060 1.544 7.655
H 8.329 -0.689 6.776
H 7.448 -2.718 8.351
C 0.315 1.397 -7.034
Cl 0.267 1.009 -5.303
Cl 1.628 0.519 -7.833
Cl -1.236 1.027 -7.796
H 0.503 2.464 -7.139
*
```

# 2
Entry from the Open Molecules 2025 dataset: a molecular structure, C35H52AsGdO2P3 (the ωB97M-V functional and the def2-TZVPD basis).

The energy relative to the best compared isomer or geometry (same formula, charge and spin) comes out at 0.682 eV. The HOMO-LUMO gap (alpha / beta) comes out at 0.2357 / 0.1328 hartree. The calculation puts the LUMO energy (alpha / beta) at -8.6 / -11.4 eV.

ORCA input file:
```
! wB97M-V def2-TZVPD RIJCOSX def2/J DEFGRID3
* xyz 3 8
Gd 0.917 -0.229 -0.202
P 2.294 -1.381 -2.248
P -1.492 -0.849 -1.842
P 2.310 0.051 2.257
H -2.649 -2.598 1.280
C -2.239 -2.130 2.181
C -2.538 -0.891 2.588
H -3.330 -0.281 2.145
C 2.137 -3.224 -2.215
C 2.070 -0.824 -3.984
C 4.049 -0.906 -1.975
C -3.140 -0.506 -1.126
C -1.705 0.135 -3.388
C -1.826 -2.504 -2.537
C 1.396 0.546 3.766
C 3.503 1.446 2.258
C 3.351 -1.372 2.722
H -1.524 -2.742 2.748
H -1.945 -0.424 3.384
H 2.745 -3.764 -2.947
H 1.090 -3.484 -2.392
H 2.395 -3.610 -1.224
H 2.899 -1.105 -4.652
H 1.990 0.276 -3.997
H 1.138 -1.195 -4.436
H 4.746 -1.233 -2.758
H 4.429 -1.266 -1.011
H 4.108 0.198 -1.929
H -3.898 -0.939 -1.795
H -3.307 0.576 -1.054
H -3.227 -0.949 -0.126
H -2.513 -0.328 -3.972
H -0.781 0.125 -3.973
H -1.970 1.178 -3.161
H -2.702 -2.425 -3.192
H -2.037 -3.198 -1.722
H -0.962 -2.854 -3.114
H 2.016 0.429 4.672
H 0.472 -0.044 3.877
H 1.114 1.609 3.660
H 4.030 1.490 3.221
H 2.933 2.385 2.113
H 4.234 1.339 1.448
H 3.959 -1.206 3.616
H 4.000 -1.653 1.887
H 2.691 -2.222 2.905
C 1.662 -4.496 1.898
C 2.052 -5.572 1.064
C 2.649 -6.701 1.658
C 2.731 -6.815 3.047
C 2.260 -5.783 3.869
C 1.627 -4.667 3.300
O 1.448 -3.171 1.464
H 1.469 -2.976 0.488
H 1.947 -5.559 -0.023
H 3.059 -7.489 1.011
H 3.183 -7.704 3.490
H 2.388 -5.854 4.953
H 1.167 -3.893 3.928
O 0.250 1.710 -0.372
As -0.749 3.179 -0.359
C 0.419 4.611 0.223
C 1.811 4.462 0.280
C 2.615 5.561 0.619
C 2.026 6.806 0.872
C 0.634 6.963 0.808
C -0.168 5.863 0.480
C -1.127 3.480 -2.212
C -0.108 3.287 -3.162
C -0.367 3.482 -4.525
C -1.632 3.945 -4.929
C -2.619 4.242 -3.976
C -2.353 4.030 -2.614
C -2.144 2.927 0.926
C -1.840 3.060 2.291
C -2.851 2.958 3.259
C -4.176 2.714 2.857
C -4.493 2.618 1.493
C -3.482 2.768 0.534
H 2.255 3.487 0.041
H 3.695 5.425 0.667
H 2.662 7.657 1.123
H 0.183 7.937 1.002
H -1.256 5.991 0.413
H 0.897 3.004 -2.834
H 0.422 3.292 -5.263
H -1.841 4.084 -5.996
H -3.585 4.659 -4.293
H -3.095 4.329 -1.868
H -0.819 3.296 2.600
H -2.609 3.075 4.324
H -4.968 2.602 3.612
H -5.531 2.448 1.174
H -3.750 2.811 -0.525
*
```

# 3
Entry from the Open Molecules 2025 dataset: a molecular structure, C35H52AsOP3SV (the ωB97M-V functional and the def2-TZVPD basis).

The energy relative to the best compared isomer or geometry (same formula, charge and spin) comes out at 0.000 eV. The HOMO-LUMO gap (alpha / beta) comes out at 0.0894 / 0.0894 hartree. The calculation puts the LUMO energy (alpha / beta) at -15.2 / -15.2 eV.

ORCA input file:
```
! wB97M-V def2-TZVPD RIJCOSX def2/J DEFGRID3
* xyz 4 2
V -0.650 1.188 -0.754
P 1.189 2.483 -0.019
P -2.116 1.575 0.894
P -1.622 2.818 -2.242
H -0.118 -3.034 -7.433
C 0.039 -2.167 -8.067
C 1.290 -1.732 -8.210
H 2.114 -2.157 -7.633
C 2.631 1.539 0.600
C 0.955 3.631 1.383
C 2.046 3.522 -1.271
C -3.522 0.480 0.518
C -1.682 1.126 2.608
C -2.902 3.207 1.152
C -1.010 2.958 -3.966
C -1.411 4.531 -1.682
C -3.409 2.592 -2.450
H -0.820 -1.819 -8.637
H 1.548 -1.024 -8.999
H 2.726 0.594 0.051
H 2.488 1.328 1.663
H 3.530 2.156 0.450
H 0.806 3.046 2.298
H 0.101 4.290 1.221
H 1.872 4.221 1.468
H 2.361 2.918 -2.130
H 2.938 3.908 -0.773
H 1.435 4.360 -1.615
H -4.345 0.731 1.203
H -3.223 -0.565 0.674
H -3.865 0.598 -0.519
H -2.381 1.600 3.305
H -0.674 1.478 2.816
H -1.715 0.040 2.713
H -3.565 3.110 2.015
H -3.483 3.517 0.278
H -2.139 3.961 1.360
H -1.599 3.719 -4.502
H -1.064 2.012 -4.528
H 0.045 3.293 -3.978
H -2.214 5.099 -2.174
H -0.436 4.915 -2.007
H -1.502 4.623 -0.590
H -3.720 3.317 -3.225
H -3.954 2.791 -1.508
H -3.640 1.561 -2.781
C -0.082 -0.820 -3.331
C -1.473 -1.007 -3.338
C -2.028 -1.578 -4.480
C -1.191 -2.201 -5.394
C 0.200 -2.250 -5.199
C 0.787 -1.441 -4.230
S 0.890 0.467 -2.554
H -0.034 1.421 -2.660
H -2.064 -0.724 -2.472
H -3.092 -1.541 -4.678
H -1.634 -2.611 -6.297
H 0.906 -2.803 -5.821
H 1.866 -1.214 -4.205
O 0.379 -0.765 0.990
As 0.876 -1.512 2.417
C -0.715 -2.193 3.300
C -1.783 -2.618 2.496
C -2.892 -3.237 3.084
C -2.925 -3.433 4.469
C -1.875 -2.974 5.278
C -0.769 -2.349 4.690
C 1.999 -3.067 2.077
C 2.004 -3.627 0.791
C 2.645 -4.849 0.575
C 3.281 -5.504 1.638
C 3.349 -4.907 2.900
C 2.694 -3.684 3.125
C 1.883 -0.303 3.594
C 3.285 -0.294 3.544
C 4.005 0.555 4.386
C 3.325 1.365 5.302
C 1.930 1.362 5.350
C 1.208 0.500 4.523
H -1.728 -2.477 1.418
H -3.723 -3.572 2.458
H -3.774 -3.945 4.924
H -1.913 -3.105 6.363
H 0.053 -1.998 5.312
H 1.498 -3.099 -0.014
H 2.645 -5.298 -0.418
H 3.731 -6.485 1.481
H 3.901 -5.382 3.717
H 2.722 -3.228 4.113
H 3.807 -0.947 2.843
H 5.092 0.578 4.327
H 3.888 1.991 5.990
H 1.393 2.016 6.038
H 0.122 0.447 4.604
*
```

# 4
Entry from the Open Molecules 2025 dataset: a molecular structure, C35H52BBaGeN6S8 (the ωB97M-V functional and the def2-TZVPD basis).

The HOMO-LUMO gap comes out at 0.2145 hartree. The calculation puts the LUMO energy at 1.7 eV.

ORCA input file:
```
! wB97M-V def2-TZVPD RIJCOSX def2/J DEFGRID3
* xyz -1 1
Ba 3.128 -0.580 0.237
C 1.060 -0.772 -4.726
C 0.428 -1.158 -3.430
C -0.707 -1.872 -3.378
C -1.302 -2.194 -2.097
N -0.948 -1.618 -1.009
N 0.048 -0.667 -1.099
B -0.016 0.210 -0.007
N -0.546 -0.171 1.338
N -1.190 0.882 1.914
C -1.713 0.764 3.087
C -1.642 -0.469 3.801
C -0.994 -1.525 3.264
C -0.830 -2.810 4.005
C -0.369 -1.389 1.963
S 0.514 -2.642 1.333
C -2.442 1.987 3.631
C -3.870 1.963 3.070
C -2.490 1.964 5.160
C -1.732 3.263 3.175
N 0.057 1.716 -0.226
N -0.887 2.052 -1.105
C -1.087 3.308 -1.378
C -0.342 4.314 -0.719
C 0.601 3.975 0.203
C 1.391 4.997 0.950
C 0.827 2.585 0.457
S 1.990 2.047 1.560
C -2.190 3.576 -2.393
C -1.978 2.668 -3.609
C -2.190 5.035 -2.848
C -3.533 3.245 -1.731
C 1.132 -0.797 -2.148
S 2.098 0.755 -2.237
C -2.421 -3.221 -2.010
C -3.593 -2.773 -2.893
C -1.879 -4.564 -2.512
C -2.913 -3.386 -0.574
H 0.670 -1.376 -5.546
H 2.145 -0.862 -4.681
H 0.853 0.282 -4.923
H -1.157 -2.251 -4.286
H -2.078 -0.547 4.787
H -1.385 -2.779 4.941
H 0.230 -2.974 4.208
H -1.167 -3.651 3.399
H -4.384 1.039 3.343
H -3.852 2.035 1.982
H -4.444 2.802 3.467
H -3.154 1.184 5.537
H -2.872 2.920 5.522
H -1.498 1.826 5.593
H -1.697 3.323 2.088
H -0.711 3.293 3.556
H -2.270 4.132 3.558
H -0.518 5.356 -0.942
H 1.197 5.994 0.558
H 2.456 4.774 0.890
H 1.131 4.969 2.010
H -1.036 2.900 -4.107
H -2.794 2.810 -4.320
H -1.945 1.621 -3.311
H -1.218 5.332 -3.245
H -2.457 5.716 -2.038
H -2.928 5.165 -3.642
H -3.555 2.199 -1.430
H -4.352 3.427 -2.430
H -3.695 3.861 -0.844
H -3.305 -2.687 -3.941
H -3.969 -1.803 -2.564
H -4.407 -3.497 -2.826
H -1.519 -4.496 -3.539
H -2.663 -5.323 -2.475
H -1.050 -4.895 -1.885
H -3.294 -2.445 -0.180
H -2.107 -3.710 0.081
H -3.714 -4.128 -0.550
C 4.605 -2.106 -3.786
Ge 3.111 -3.035 -2.893
C 3.919 -4.341 -1.644
C 2.219 -4.168 -4.255
C 2.008 -1.992 -1.731
H 5.336 -2.832 -4.145
H 5.103 -1.428 -3.091
H 4.267 -1.513 -4.634
H 4.294 -5.229 -2.154
H 3.164 -4.651 -0.921
H 4.751 -3.900 -1.090
H 2.898 -4.949 -4.597
H 1.888 -3.594 -5.120
H 1.344 -4.640 -3.806
H 1.345 -2.749 -1.290
C 6.513 -0.238 3.689
S 5.949 -0.618 5.363
C 4.323 0.037 5.321
C 3.280 -0.422 4.581
S 3.196 -1.752 3.486
S 1.801 0.497 4.832
C 2.369 1.657 5.966
S 1.416 2.832 6.645
S 4.027 1.427 6.342
H 7.532 -0.616 3.609
H 6.511 0.836 3.515
H 5.873 -0.750 2.972
*
```